No. 1
C28H51Br2F3N5O7 | ωB97M-V/def2-TZVPD

Output
Highest occupied orbital energy = -11.62 eV
LUMO = -3.64 eV
Total charge = +1
HOMO-LUMO gap = 8.0 eV
Largest force on an atom = 4.2 eV/Å

Geometry (Å):
H: -4.9553 3.2889 -1.8453
C: 6.9451 -0.4447 0.4623
H: -0.7087 -4.0423 2.9271
H: 7.5962 -2.3672 0.2595
C: -1.0962 2.3160 0.6868
F: 0.0914 -2.6397 -2.4975
H: -1.6872 -1.3450 1.9459
F: -1.2559 -1.0010 -4.7998
H: 3.6403 -2.4583 1.2605
H: -0.8827 -2.2203 5.6229
H: -5.2534 -1.9684 -1.3036
O: 0.3006 0.4423 2.0759
H: 1.0748 -0.4122 6.0313
H: 8.2867 -1.5616 1.4844
C: 1.2385 -3.1637 2.0199
H: -5.0457 1.1198 0.2617
H: 5.3436 -0.3003 1.9900
H: 1.9580 2.1864 2.8443
C: -5.2886 -0.9905 -0.7156
C: 0.7499 -0.7734 2.6904
H: -1.6146 2.7389 -1.4925
H: -1.3489 2.3938 -5.3062
C: -1.8217 -1.4896 3.0630
H: -0.7384 -1.1141 -0.1893
C: 0.5051 2.3169 0.5176
H: -2.6176 -0.7280 3.3953
H: 4.5764 1.5794 0.0278
C: 5.4291 -0.0394 0.8772
Br: 1.4771 -1.0521 -4.6116
H: 3.0852 0.7787 2.4960
H: 0.3067 -3.1680 4.6131
H: -1.0497 0.3768 -1.2960
C: -0.9275 -4.0757 0.7074
N: 3.3566 -1.6118 0.7564
H: 2.1951 -1.6469 5.2631
H: -2.4844 3.6686 -7.8435
C: -1.7965 3.2252 -0.4629
C: -1.3695 3.2003 -6.0439
H: -6.3058 1.5449 -1.0431
H: -3.7545 4.2893 -0.1483
C: -3.3857 3.2190 -0.2387
O: -3.5122 3.9951 -6.0936
O: 5.3323 1.3763 0.6119
O: -0.4144 -4.5830 -0.3284
H: -1.4068 2.7912 1.6743
C: 1.1169 -0.0895 -1.1514
C: -0.0302 -4.1327 2.0235
H: -2.2161 -2.5062 3.3702
N: 1.0257 -1.7640 1.6037
H: 0.3939 -5.2027 2.0603
C: -5.2006 1.3310 -0.8468
C: -2.6235 3.1982 -6.8658
O: -4.8699 0.1185 -1.5759
N: 7.3589 -1.7561 1.0621
H: -6.3604 -0.7224 -0.3851
Br: -2.5719 -1.9633 -2.6432
C: -4.2321 2.5119 -1.4000
C: 2.4646 1.5895 1.9990
H: 3.0605 2.3481 1.4019
H: -1.4113 4.2929 -0.4705
H: -2.3395 -2.6361 0.1560
C: 1.2177 0.9947 1.1297
H: 4.0872 -0.4292 -0.9723
H: -2.9602 -4.2244 0.2623
H: -4.6639 -1.0682 0.2373
C: -0.6400 -1.4262 -2.4740
N: -2.2886 -3.5435 0.6289
H: 1.7222 -0.6607 3.3000
C: -2.7486 4.8043 -5.3097
O: -1.4363 4.4447 -5.3603
C: 4.4623 -0.9419 -0.0337
H: 0.8537 2.5604 -0.5411
H: 5.1125 -1.8201 -0.3975
H: -0.4690 3.1425 -6.6569
C: 0.0275 -2.1144 4.9281
H: 1.3131 -2.0652 6.8507
F: -0.5143 0.8245 -3.6604
H: 1.7838 -3.1484 3.0380
C: -0.3911 -1.1278 3.7481
H: -3.6164 2.6921 0.7533
C: 1.2198 -1.5327 5.8453
H: -3.0261 2.1949 -7.0102
C: -0.4097 -0.5647 -1.1234
C: -0.3080 -0.5763 -3.8115
H: -1.5805 1.2946 0.5999
H: 0.8571 3.2119 1.1513
H: 1.9871 -3.6732 1.3063
O: -3.1748 5.7127 -4.6609
H: 7.0675 -0.4237 -0.6839
H: -3.6156 2.0965 -2.2607
H: 7.6296 0.3659 0.8672
C: 2.1114 -1.1796 0.8333
H: 1.6940 -0.8876 -1.7536
H: -0.6104 -0.1240 4.2744
N: 1.8154 0.0793 0.1310
H: 1.1596 0.8456 -1.8194

=====

No. 2
C28H51N3O15 | ωB97M-V/def2-TZVPD

Output
Highest occupied orbital energy = -10.01 eV
SMILES = C[C@H]1COC(=O)O1.COC(=O)OC.COC(=O)OC.COC(=O)OC.COC(=O)OC.CCCC#N.CCCC#N.CCCC#N
LUMO = 0.14 eV
HOMO-LUMO gap = 10.2 eV
Largest force on an atom = 9.1 eV/Å

Geometry (Å):
H: -1.5304 -7.3602 2.5804
H: 2.9036 -1.0712 6.5664
H: -5.1204 0.0548 0.6424
O: 5.0306 -1.8442 0.0024
C: -2.3774 -5.7632 1.4344
O: 4.0176 -2.4432 -2.0626
C: -1.6654 1.7718 0.5704
O: -3.7964 1.1648 -1.0886
H: 5.7506 -0.4672 -1.3336
O: 3.2226 -1.4522 4.1564
H: 6.5836 -2.0222 -1.5076
C: 2.1826 0.5768 -2.6946
C: -2.0044 5.2708 -2.7576
H: -0.1474 5.5528 -1.6416
H: 1.2846 -3.8272 0.0464
O: 3.2726 0.6128 5.3194
O: 2.1306 5.9588 -4.7216
N: -4.5694 -3.5792 3.1174
O: -1.5784 1.9278 -0.8076
H: -1.6984 -3.8112 1.9354
H: -3.7854 -0.8892 0.7854
N: 1.1176 -6.5172 1.0164
H: -2.5654 4.6758 -2.0466
H: -1.9444 -1.0802 -0.6006
C: 3.0696 -0.0762 4.1794
O: 2.6056 0.5998 3.1184
H: 2.1076 -3.8992 -1.5636
H: -2.7264 -1.8762 -1.8466
C: 4.0676 -2.4032 -0.6986
H: 0.4976 3.6798 0.7574
H: -5.2094 -1.7032 -1.0876
C: 1.8886 -3.2492 -0.7086
O: -0.8984 -1.1042 -2.4916
H: -2.9694 -3.9242 0.7224
C: -1.7004 -1.7142 -1.4806
H: 2.9966 0.5488 7.4524
H: -6.1594 -1.0192 2.6724
H: -3.3844 0.1988 -3.7026
C: 2.6486 3.5388 1.1444
H: 2.5816 0.1928 -1.7306
C: 2.1726 -0.0902 1.9944
C: -4.8694 -0.9812 0.8904
C: -5.1534 -1.2742 2.3394
H: 2.9386 0.2788 -3.3946
H: -2.5764 -6.2592 0.4484
H: 3.5196 4.1888 1.3564
C: 0.1106 -6.4432 1.5804
H: -5.3024 -2.9542 0.0504
H: -2.3274 4.9138 -3.7026
C: -0.4704 5.2118 -2.6096
C: 1.3756 4.3618 0.9244
H: -6.6754 -1.8082 0.0504
H: -0.3824 3.3688 -3.6546
H: 0.2426 3.2858 -1.9416
C: 6.0926 -1.3242 -0.7556
C: 3.3726 -0.0572 6.6194
H: -4.4814 -0.6372 2.9214
O: -2.3104 1.7088 -2.8996
C: -1.1994 -6.3662 2.2544
H: 1.4576 0.4678 1.3854
H: -4.1944 1.6798 -3.8706
H: -1.1494 -2.6012 -1.0666
C: 1.3046 5.4068 -3.9726
H: -2.3224 6.3078 -2.7166
H: -3.3414 -5.7592 1.9904
H: 1.9036 1.6608 -2.6626
H: 4.4156 -0.1492 6.8304
H: 3.0896 3.1548 -0.9576
H: 1.7116 -1.0282 2.2704
C: -2.5794 1.6058 -1.6166
H: -2.5114 2.2138 1.1304
C: -3.2304 1.2508 -3.8926
H: 6.8866 -0.9402 -0.1486
O: 3.0536 -2.8212 0.0194
C: 0.0986 -0.3812 -2.1376
C: 3.0056 2.6158 0.0194
O: 0.3656 -0.0522 -0.8076
C: -4.8374 -2.5682 2.7974
C: -5.5674 -1.8422 -0.1086
H: -2.9264 1.4598 -4.8556
H: -0.7714 2.1958 1.0504
H: 2.2636 1.8108 -0.0386
O: 1.4116 4.2068 -3.4276
N: 5.2896 1.4128 0.4764
H: -1.6754 0.6568 0.8434
O: 0.2206 6.0368 -3.5436
C: 4.3156 1.9448 0.2774
H: 1.4446 4.9418 0.0004
H: -1.1724 -5.8802 3.1464
H: 1.2936 -2.4462 -1.0846
O: 0.9596 -0.0502 -3.0736
C: -2.0064 -4.3432 1.0634
H: 2.4726 3.0128 2.0464
H: 3.0276 -0.3842 1.2434
H: -1.2254 -4.0692 0.3344
C: 0.1156 3.8868 -2.8456
H: 1.1966 5.0298 1.7854

=====

No. 3
C28H52As2N5O3Ti | ωB97M-V/def2-TZVPD

Output
Highest occupied orbital energy (spin up / spin down) = -14.13 / -14.12 eV
Spin multiplicity = 2
LUMO (spin up / spin down) = -5.91 / -5.78 eV
Total charge = +2
HOMO-LUMO gap (spin up / spin down) = 8.2 / 8.3 eV
Largest force on an atom = 0.8 eV/Å

Geometry (Å):
H: 2.8649 -1.1231 0.4028
H: 4.3126 2.0280 -1.5342
H: 2.7134 -3.6939 -0.1463
H: -1.1539 4.3113 -3.3268
H: 2.2812 -1.1174 3.4122
C: -1.3684 4.8510 -0.2933
H: 0.7280 -3.3921 -3.2190
H: 4.2663 0.5817 -2.5591
H: -3.3337 4.1846 -0.8927
H: -4.9018 1.5283 -2.5886
C: -0.8446 2.4746 2.2446
C: -2.0291 2.3231 -3.0682
C: -4.9389 1.7396 -1.5205
N: 1.5541 -2.5557 -1.4725
C: -2.0607 3.7621 -3.5724
H: 2.9990 1.4149 0.2425
H: -1.1618 1.7970 -3.4678
C: 2.5371 4.1118 2.2227
H: -1.7194 -2.0285 -2.4130
As: 1.9019 1.4964 -2.2062
C: -2.6659 -0.6952 1.8035
H: 0.4767 -1.4387 -1.5276
C: -2.3247 0.6224 2.4215
O: -0.3098 -0.7239 -1.5613
C: -2.1069 -2.2826 0.2526
H: 3.2393 -1.2981 -1.6652
H: -4.3345 -1.0446 3.0746
H: 1.0270 -3.5589 0.2820
H: -1.0791 5.1816 -1.2895
C: 1.5684 3.4160 -2.2030
H: 1.6582 -4.5375 -2.2387
H: 1.9262 3.8744 -3.1245
H: 4.2613 3.3087 1.2026
H: 3.0597 4.9555 2.6513
H: -1.7143 5.7292 0.2519
H: 2.6151 0.1992 2.2901
C: 0.9645 -3.6921 -2.1994
H: 2.4975 -1.7988 -3.1873
H: -0.4739 4.4859 0.2118
C: 2.5046 2.1418 0.8737
H: 4.1025 2.1885 -3.2782
C: 2.7663 -2.1279 -2.1838
N: 1.1506 -1.2013 1.6187
C: 1.4770 1.0347 -4.0588
C: 1.8271 -0.4260 2.6974
H: 1.6377 1.8924 -4.7109
C: -3.1578 -3.0898 0.6424
H: -3.3110 -4.0439 0.1585
C: 3.2066 3.2012 1.4129
N: -1.1810 1.1780 1.8431
H: -2.9097 4.3139 -3.1703
C: -2.4740 3.8058 -0.3366
H: -5.0242 2.8187 -1.3922
H: -3.8891 1.2566 0.3020
H: 0.4486 0.6968 -4.1611
H: -0.7244 -1.1032 -3.5536
H: -2.8281 3.5747 0.6705
C: 1.8749 -2.9878 -0.0979
H: 0.0503 -4.0203 -1.7039
C: -3.7382 1.1660 -0.7772
C: 0.3640 -2.2199 2.3584
H: 0.6122 4.5602 3.1156
H: 0.5040 3.6095 -2.0851
N: 1.2015 1.9377 1.1105
H: -2.1567 3.7669 -4.6582
C: -3.7380 -1.4386 2.2640
C: -1.2410 -1.0663 -2.5936
H: 2.1406 0.2324 -4.3821
Ti: -0.1973 0.3440 0.2766
O: -2.9755 1.0721 3.3255
C: 2.2574 -1.8905 0.8877
O: -1.5594 3.2842 2.7709
H: -0.3406 -1.7166 3.0179
H: -4.8273 -3.2690 1.9878
H: -0.1875 -2.8770 1.6974
C: -3.9966 -2.6581 1.6629
H: -3.6172 0.1012 -0.9914
C: 1.1941 3.9051 2.4835
N: -1.8637 -1.0885 0.8095
H: -2.0114 -0.3008 -2.6380
H: 1.0366 -2.8273 2.9718
C: 3.8505 1.5769 -2.4115
H: 2.0917 3.8630 -1.3574
H: 2.8981 -2.3581 1.6455
H: 3.4826 -2.9516 -2.2662
H: -1.4137 -2.6070 -0.5108
H: 1.1005 0.1930 3.2203
H: -5.8596 1.2975 -1.1403
As: -2.0160 2.0629 -1.1070
H: -2.9111 1.7970 -3.4339
C: 0.5789 2.7997 1.9217